C10H29BrN13O7PS | ωB97M-V with the def2-TZVPD basis set

As for the structure (SMILES): C#CC[PH](O)(Br)N=C=S.NC(N)=O.NC(N)=O.NC(N)=O.NC(N)=O.NC(N)=O.NC(N)=O. As for the gap between HOMO and LUMO: 8.994 eV. The total charge is 0.

CARTESIAN COORDINATES (ANGSTROEM)
C  -1.139  -3.215  -2.887
C  0.033  -3.095  -3.080
C  1.440  -3.143  -3.415
P  2.648  -3.257  -1.999
O  3.961  -3.410  -3.063
Br  1.046  -3.019  -0.314
N  3.462  -1.791  -1.403
C  2.726  -0.838  -1.367
S  2.003  0.539  -1.328
H  -2.094  -3.282  -2.409
H  1.634  -4.006  -4.045
H  1.715  -2.264  -3.998
H  2.904  -4.524  -1.444
H  4.110  -4.355  -3.159
C  -0.235  -5.387  3.326
O  -0.352  -6.032  4.353
N  0.975  -5.069  2.783
N  -1.319  -4.929  2.618
H  1.072  -4.535  1.938
H  1.795  -5.390  3.261
H  -2.228  -5.152  2.977
H  -1.244  -4.405  1.765
C  5.772  2.292  0.438
O  5.430  1.491  1.292
N  6.829  3.143  0.606
N  5.126  2.409  -0.762
H  7.127  3.815  -0.081
H  7.327  3.084  1.474
H  4.345  1.800  -0.921
H  5.392  3.061  -1.474
C  -4.633  -1.674  -1.436
O  -4.335  -2.693  -2.053
N  -5.416  -1.705  -0.319
N  -4.209  -0.438  -1.807
H  -5.673  -0.890  0.208
H  -5.742  -2.603  -0.014
H  -3.631  -0.379  -2.624
H  -4.445  0.408  -1.314
C  -6.256  2.988  -1.990
O  -5.386  2.218  -1.617
N  -7.414  3.176  -1.292
N  -6.139  3.722  -3.135
H  -8.140  3.802  -1.579
H  -7.529  2.651  -0.446
H  -5.299  3.606  -3.669
H  -6.839  4.360  -3.460
C  -4.421  -1.647  3.480
O  -5.343  -0.984  3.030
N  -3.373  -2.063  2.709
N  -4.364  -2.027  4.791
H  -2.605  -2.607  3.057
H  -3.387  -1.800  1.740
H  -5.117  -1.738  5.385
H  -3.617  -2.569  5.181
C  6.929  6.911  0.571
O  7.442  6.137  -0.222
N  6.397  6.496  1.758
N  6.845  8.254  0.331
H  5.971  7.112  2.422
H  6.438  5.513  1.959
H  7.227  8.589  -0.533
H  6.429  8.907  0.966

---

C10H29NNiP | ωB97M-V with the def2-TZVPD basis set

As for the gap between HOMO and LUMO (spin up / spin down): 2.509 / 6.913 eV. Its spin multiplicity is 3. The total charge is -1. Its expectation value of S² is 2.004. The energy above the lowest of the compared OMol25 structures with the same formula, charge and spin comes out at 1.551 eV.

CARTESIAN COORDINATES (ANGSTROEM)
C  -1.202  1.300  -3.421
Ni  -0.270  0.326  -2.166
N  0.361  -1.251  -3.183
H  -0.530  1.220  -0.937
H  -0.001  1.605  -2.599
H  -1.715  2.243  -3.238
H  -1.929  0.492  -3.226
H  -0.810  1.234  -4.435
H  0.008  -2.138  -2.817
H  1.379  -1.277  -3.137
H  0.103  -1.199  -4.168
C  -0.876  2.664  1.049
C  0.209  1.606  1.275
C  0.253  1.181  2.743
P  0.107  0.214  0.069
C  1.778  -0.566  -0.094
C  2.748  -0.208  1.037
C  1.748  -2.094  -0.284
C  -1.144  -1.008  0.628
C  -0.768  -1.762  1.909
C  -2.536  -0.388  0.749
H  -1.890  2.244  1.099
H  -0.756  3.170  0.084
H  -0.792  3.431  1.832
H  1.177  2.055  1.006
H  -0.742  0.899  3.115
H  0.959  0.369  2.949
H  0.582  2.045  3.338
H  2.173  -0.107  -1.019
H  2.477  -0.698  1.983
H  3.750  -0.570  0.768
H  2.830  0.872  1.207
H  0.899  -2.468  -0.872
H  2.666  -2.397  -0.807
H  1.744  -2.623  0.678
H  -1.173  -1.745  -0.194
H  -0.881  -1.138  2.803
H  -1.459  -2.610  2.019
H  0.248  -2.175  1.897
H  -2.853  0.129  -0.166
H  -3.262  -1.193  0.931
H  -2.609  0.314  1.592